Entry from the Open Molecules 2025 dataset: C41H39Br2F5N3O8TaTe as an isolated structure in a non-equilibrium geometry (ωB97M-V with the def2-TZVPD basis set).

* 2S+1: 1
* orbital gap: 6.8 eV
* F_max: 2.20 eV Å⁻¹
* energy above the lowest of the compared OMol25 structures with the same formula, charge and spin: 392.6 kJ/mol

Last column: Mulliken charge in e.
Cartesian coordinates (Å):
Ta: 0.13777 -0.78489 -1.09717  1.408
O: 2.80619 2.44894 -0.74835  -0.797
C: 2.17682 3.44351 -1.43299  0.656
C: 2.78716 4.69426 -1.38578  -0.665
C: 2.24132 5.77626 -2.05420  -0.394
C: 1.06081 5.63176 -2.77783  -0.944
C: 0.45229 4.39010 -2.80870  -0.719
C: 0.99438 3.28362 -2.15573  0.286
C: 0.23378 1.99283 -2.31912  0.041
O: 0.65927 0.97505 -1.45921  1.471
N: 0.38913 1.45823 -3.70397  -0.559
N: 0.97427 0.29663 -3.76542  0.156
C: 1.23568 -0.47400 -4.72768  -0.416
C: 1.91986 -1.73066 -4.32959  0.700
Br: 2.67162 -1.60431 -2.56972  -0.036
C: 2.03121 -2.83753 -5.03758  -1.049
C: 2.56377 -4.16170 -4.63076  0.219
C: 3.43299 -4.84785 -5.47786  -0.485
C: 3.91080 -6.10337 -5.12910  -0.568
C: 3.49093 -6.70246 -3.94641  -0.459
C: 2.59634 -6.03871 -3.11587  -0.824
C: 2.14124 -4.76937 -3.45037  -0.126
H: 2.23716 1.66778 -0.71471  0.186
H: 3.69758 4.78959 -0.80340  0.448
H: 2.73167 6.74136 -2.00031  0.390
H: 0.61741 6.47542 -3.29484  0.400
H: -0.48476 4.26915 -3.35281  0.406
H: -0.82418 2.16628 -2.14355  0.256
H: -0.03523 1.91980 -4.49216  0.293
H: 0.96617 -0.31630 -5.77356  0.422
H: 1.65271 -2.75873 -6.05799  0.380
H: 3.74717 -4.38712 -6.40980  0.431
H: 4.60238 -6.61853 -5.78490  0.371
H: 3.85282 -7.68895 -3.67988  0.383
H: 2.23229 -6.51077 -2.20921  0.449
H: 1.42440 -4.26777 -2.80997  0.585
C: -0.69322 -1.69393 3.06617  -1.652
C: -0.05117 -2.15633 1.77967  2.017
C: 0.30383 -3.63926 1.89139  -2.370
O: -1.00263 -1.84586 0.66602  0.756
C: 1.25622 -1.40878 1.57921  -0.169
O: 2.12386 -1.38782 2.38326  -0.601
O: 1.34632 -0.83054 0.35197  -0.622
H: -1.62765 -2.23684 3.21995  0.437
H: -0.89035 -0.62228 3.05874  0.048
H: -0.00903 -1.90480 3.88907  0.398
H: -0.57619 -4.21961 2.15779  0.451
H: 1.05496 -3.73115 2.67419  0.561
H: 0.73170 -4.04770 0.97920  0.375
H: -2.16244 -0.28665 1.25013  0.042
C: 3.07932 0.56224 5.69265  -1.864
C: 2.31059 1.38951 4.68736  1.568
C: 2.96881 1.89535 3.56973  -1.334
C: 2.29588 2.66970 2.63785  -0.431
C: 0.95677 2.96636 2.82369  -0.565
C: 0.28345 2.44896 3.92288  0.013
N: -1.08250 2.78370 4.15544  0.091
C: -1.93325 3.36036 3.19548  0.128
C: -2.68774 4.48111 3.54972  -0.826
C: -3.56199 5.07812 2.65602  -0.704
C: -3.69859 4.57690 1.36891  -0.866
C: -2.99184 3.43864 1.02477  -0.537
C: -2.12607 2.82063 1.92260  0.397
C: -1.60441 1.47692 1.49764  0.178
O: -2.54847 0.53277 1.61701  -0.621
O: -0.51311 1.24601 1.04214  0.351
C: 0.94412 1.64571 4.86161  1.180
C: 0.19220 1.09223 6.04908  -2.222
H: 4.15055 0.63944 5.50734  0.427
H: 2.80971 -0.49667 5.62364  0.351
H: 2.89012 0.88575 6.71840  0.391
H: 4.02094 1.66821 3.42656  0.306
H: 2.81581 3.05054 1.76419  0.365
H: 0.43092 3.59771 2.11483  0.396
H: -1.25914 3.10307 5.09311  0.381
H: -2.57536 4.88383 4.55247  0.413
H: -4.13074 5.94749 2.96485  0.391
H: -4.36307 5.04929 0.65465  0.436
H: -3.12587 2.99380 0.04260  0.468
H: -0.83988 0.85896 5.78136  0.452
H: 0.16168 1.80389 6.88436  0.369
H: 0.65744 0.18149 6.42758  0.504
Br: -7.20195 -0.17859 -1.94970  -0.186
C: -5.58590 -1.11161 -1.65782  0.074
C: -4.83657 -1.51561 -2.74853  -0.647
C: -3.62670 -2.16475 -2.54556  -0.531
C: -3.22750 -2.39721 -1.24315  0.648
C: -3.97596 -2.02529 -0.13835  -0.517
C: -5.17868 -1.36691 -0.35829  -0.608
H: -5.18347 -1.31579 -3.75416  0.441
H: -3.01350 -2.46916 -3.37496  0.441
H: -3.64558 -2.24263 0.86462  0.516
H: -5.78342 -1.04826 0.47988  0.457
F: -0.65111 -4.99846 -0.78634  -0.363
Te: -1.33509 -3.29339 -0.91330  1.046
F: -2.25068 -4.08315 0.50188  -0.424
F: -1.55684 -3.96264 -2.61191  -0.493
F: -1.63432 -0.04183 -1.01782  -0.867
F: -0.80645 -1.43047 -2.71913  -0.690
O: 0.43802 -2.79227 -1.15413  0.151


Entry from the Open Molecules 2025 dataset: C17H21BaN4O2S7 as an isolated structure in a non-equilibrium geometry (ωB97M-V with the def2-TZVPD basis set).

* 2S+1: 1
* net charge: -1
* orbital gap: 5.3 eV
* F_max: 1.45 eV Å⁻¹
* energy above the lowest of the compared OMol25 structures with the same formula, charge and spin: 0.0 kJ/mol

Last column: Mulliken charge in e.
Cartesian coordinates (Å):
Ba: -0.04650 0.45199 0.94008  1.579
O: -0.58342 -0.55273 2.96504  -0.440
C: -1.41494 -1.08221 3.78103  0.082
C: -1.21062 -1.00493 5.17829  -0.800
C: -2.07450 -1.60812 6.06171  -0.367
C: -3.17356 -2.32794 5.60234  -0.871
C: -3.39471 -2.42160 4.24058  -0.692
C: -2.54858 -1.81166 3.30583  1.021
C: -2.86602 -1.89854 1.86928  -0.242
N: -2.14094 -1.55658 0.81032  0.575
C: -2.89871 -1.84432 -0.29411  -0.780
C: -4.09357 -2.36650 0.07778  -0.673
N: -4.06298 -2.40606 1.45104  -0.032
H: -0.34909 -0.45027 5.52510  0.419
H: -1.89113 -1.52592 7.12639  0.373
H: -3.84946 -2.81062 6.29522  0.379
H: -4.24959 -2.99894 3.91015  0.301
H: -2.54553 -1.62999 -1.28782  0.369
H: -4.95199 -2.68405 -0.48587  0.455
H: -4.82905 -2.66816 2.04215  0.166
S: -2.73290 7.66859 -0.04853  -0.365
C: -2.14319 6.10427 -0.20489  0.055
S: -3.13244 4.70824 -0.17129  -0.147
C: -1.89686 3.48231 -0.29226  0.124
C: -0.61774 3.96992 -0.33564  -0.027
S: 0.95035 3.15138 -0.44410  -0.668
S: -0.48259 5.70497 -0.26408  -0.135
S: -2.52512 1.83327 -0.33093  -0.589
C: 6.07868 1.09476 -0.23208  -1.064
C: 5.02024 0.04508 0.06989  -0.516
S: 3.35648 0.70875 -0.25297  0.405
O: 2.41032 -0.25556 0.44976  -0.678
C: 3.15678 0.34547 -2.00729  -0.313
C: 3.08822 -1.12885 -2.34226  -1.142
H: 7.07360 0.68984 -0.04717  0.371
H: 5.94162 1.97816 0.38991  0.302
H: 6.04167 1.41294 -1.27460  0.275
H: 4.98989 -0.21662 1.12758  0.386
H: 5.16389 -0.87280 -0.49943  0.253
H: 3.97240 0.86981 -2.51201  0.386
H: 2.23708 0.87973 -2.25674  0.347
H: 4.07489 -1.58975 -2.38835  0.300
H: 2.62075 -1.25059 -3.31889  0.392
H: 2.48865 -1.67533 -1.61360  0.231
N: -1.00604 -4.60962 1.11800  -0.429
C: 0.18260 -3.98405 0.94574  0.383
N: 0.61745 -3.23626 1.97624  -0.358
S: 1.08814 -4.20634 -0.44146  -0.450
H: -1.65176 -4.24433 1.80160  0.209
H: -1.40438 -5.01291 0.28913  0.241
H: -0.05248 -2.85880 2.63340  0.186
H: 1.40207 -2.64052 1.76986  0.214


Entry from the Open Molecules 2025 dataset: a 10-piece molecular cluster, C4H30N2O10 overall in a non-equilibrium geometry (ωB97M-V with the def2-TZVPD basis set).

* structure (SMILES): C[C@H](CN)NCO.O.O.O.O.O.O.O.O.O
* 2S+1: 1
* orbital gap: 9.1 eV
* F_max: 2.28 eV Å⁻¹
* energy above the lowest of the compared OMol25 structures with the same formula, charge and spin: 241.2 kJ/mol

Last column: Mulliken charge in e.
Cartesian coordinates (Å):
C: -1.49977 -2.88507 -0.58810  -1.426
C: -1.16007 -1.58491 0.08770  0.573
C: -2.17186 -0.47887 -0.38270  -1.116
N: -1.94136 0.88034 0.10112  -0.219
N: 0.12967 -0.97822 -0.25327  0.480
C: 1.36798 -1.29389 0.34620  -0.680
O: 1.89219 -2.59323 -0.15987  -0.583
H: -1.43410 -2.83811 -1.67526  0.297
H: -0.75504 -3.64788 -0.33193  0.339
H: -2.45554 -3.25164 -0.21610  0.434
H: -1.33245 -1.59154 1.16617  0.209
H: -1.99847 -0.28877 -1.44435  0.248
H: -3.17850 -0.75135 -0.08563  0.446
H: -0.99815 1.21754 -0.07755  0.221
H: -2.10683 1.06619 1.08512  0.043
H: 0.23608 -0.98244 -1.25527  -0.062
H: 1.32976 -1.50443 1.41176  0.680
H: 2.04803 -0.51933 0.01418  -0.045
H: 2.04062 -3.18605 0.58287  0.336
O: -2.78170 2.96462 -2.16972  -0.622
H: -1.98503 2.84333 -1.62877  0.283
H: -2.70615 2.32520 -2.88312  0.311
O: 2.13872 3.08358 0.74163  -0.601
H: 2.62689 2.27577 0.56415  0.337
H: 1.96481 3.32572 -0.17843  0.282
O: 0.00524 -0.27657 -4.07702  -0.610
H: 0.51799 -0.73763 -3.39688  0.257
H: -0.72131 -0.91301 -4.15705  0.324
O: 1.06792 2.86769 3.32010  -0.683
H: 1.74756 3.54061 3.24120  0.328
H: 1.17414 2.28111 2.57048  0.315
O: 3.52788 1.96581 -1.36509  -0.609
H: 3.44884 1.14165 -1.89084  0.317
H: 3.97223 2.56905 -1.96314  0.277
O: 2.32606 -1.70614 -2.61089  -0.596
H: 2.57167 -2.12275 -1.76673  0.327
H: 2.60093 -2.31913 -3.30437  0.265
O: -1.24593 3.43955 1.78309  -0.615
H: -1.14152 4.16255 1.17212  0.266
H: -0.45285 3.40270 2.35070  0.409
O: -2.02472 -0.01854 3.51255  -0.695
H: -2.78510 0.51985 3.74049  0.323
H: -1.90669 0.12263 2.56028  0.277
O: 0.21864 -3.48167 2.48285  -0.635
H: 0.19426 -2.79297 1.81595  0.282
H: -0.36496 -3.25134 3.21139  0.313